160
Properties=species:S:1:pos:R:3:forces:R:3 method="wB97M-V/def2-TZVPD" e_homo_ev=-4.97 lumo_energy_ha=0.0541 charge=-1 gap_ev=6.44
Cl -4.241 4.911 -0.776 -2.01 -0.78 -0.26
S 0.888 6.381 3.650 0.03 -0.22 -0.44
P -2.104 4.753 -1.088 2.77 1.76 -1.47
O 4.509 -10.893 1.011 -1.42 -2.82 0.38
O 2.511 -5.085 -7.425 -0.19 -0.65 0.76
O 4.919 0.798 4.299 -0.76 -0.50 -0.52
O -8.962 4.660 1.728 -1.14 0.69 0.72
O -10.620 5.980 0.961 -0.01 -0.26 1.05
O 3.739 7.668 -2.691 -1.52 3.48 -2.40
O -1.719 9.742 3.731 -0.86 -0.37 -0.52
O -1.853 3.326 -0.124 -1.67 -1.86 -1.52
O 3.978 10.162 -2.771 -3.07 -7.84 -3.04
O 2.640 -8.230 3.427 -1.15 0.64 -0.15
O 3.426 -5.191 -1.844 -0.10 0.37 -1.84
O -0.970 1.213 -0.252 -2.38 -0.94 0.22
O 3.445 -7.084 -6.965 -0.74 0.61 0.56
O 2.913 -11.928 2.288 0.83 0.35 -0.69
O 2.988 1.678 3.540 0.53 -1.02 -0.14
O 1.896 -6.205 -5.523 1.52 0.15 -2.44
O 3.452 -0.531 3.148 0.72 2.46 1.11
O 1.997 -7.637 1.350 -0.77 -0.02 1.15
O -2.208 3.843 -2.609 -0.27 -3.48 2.02
O -10.495 5.514 3.200 0.84 -0.21 -2.46
O -3.650 10.622 2.972 0.32 -0.77 -0.11
O 3.449 -12.785 0.274 0.44 1.09 0.59
O -3.186 8.413 2.579 0.53 2.82 1.16
O 0.517 -7.439 3.087 2.32 -0.70 -0.89
C 5.157 -7.227 -8.667 0.20 -0.22 0.24
C 1.956 -12.925 1.976 -0.64 -0.37 0.63
C 3.760 0.551 3.619 -0.92 -2.22 -1.06
C -2.862 -0.783 -2.201 -0.41 -0.05 -1.24
C 1.775 -14.510 0.016 0.02 0.05 -0.38
C -0.153 -4.777 -0.517 -0.36 0.35 1.02
C 2.100 -4.610 -2.113 -0.68 0.42 0.43
C -1.798 2.417 -2.382 0.15 0.50 0.25
C 1.680 6.910 -1.474 -0.73 -0.45 -0.70
C 3.453 9.018 -3.262 2.75 4.05 3.33
C 0.099 6.651 -1.819 0.26 -0.99 -0.90
C -1.295 0.368 0.888 0.66 -0.91 1.92
C -8.988 4.539 0.315 1.19 -0.40 -1.09
C -9.690 5.800 -0.094 -0.14 0.16 -0.85
C -2.038 5.762 0.544 0.48 -0.04 1.99
C 5.782 2.608 5.651 0.19 -0.26 0.21
C -1.311 -3.587 -0.644 0.65 -0.40 -0.82
C -1.514 -3.114 -2.201 -0.49 -0.56 0.52
C -3.020 -2.422 -2.291 0.64 0.18 -1.77
C -2.022 1.094 2.160 -1.31 -0.15 0.75
C 1.392 -4.173 -0.662 0.08 -0.45 -0.71
C -3.609 1.501 -0.810 -1.28 0.40 0.79
C 2.557 -6.132 -6.547 -1.50 -0.07 2.26
C 4.250 -5.206 -3.073 -0.63 0.41 -0.91
C 3.698 -11.789 1.176 1.68 1.41 -0.44
C -0.650 5.595 1.398 -0.24 1.07 1.05
C 3.871 -8.392 0.023 -0.53 0.10 -0.58
C -0.218 1.066 4.116 -0.28 0.16 0.65
C -1.646 0.418 3.628 -0.14 1.19 -0.52
C 2.571 6.772 -2.870 -1.08 -0.42 0.85
C -0.856 11.552 5.083 0.20 -0.27 0.21
C -3.922 -0.037 -1.213 0.05 -0.94 0.46
C -3.059 11.569 3.845 -0.31 0.77 -0.08
C -2.071 1.995 -0.785 0.24 2.96 -1.70
C 3.579 2.625 4.413 -0.31 0.88 -0.06
C 1.619 -7.740 2.660 -2.04 0.58 0.80
C 2.685 -13.759 0.966 -0.81 -1.09 -0.48
C -1.619 11.153 3.836 0.84 0.73 0.83
C -10.065 5.394 2.065 -0.57 0.13 2.25
C -7.587 4.407 -0.245 0.15 0.00 0.29
C -2.878 9.495 3.050 -0.82 -2.58 -1.08
C 3.636 -8.677 2.523 0.65 -0.45 0.26
C 3.406 -7.793 1.334 1.09 -0.28 -1.13
C -0.268 5.030 -1.623 2.58 0.23 -0.22
C -0.846 6.403 2.849 0.19 -0.84 -1.83
C 5.019 2.209 4.404 0.76 0.78 0.83
C 3.591 -5.272 -8.323 0.03 0.53 -0.71
C 3.760 -6.762 -8.309 1.07 -0.44 -0.79
H -2.501 1.831 -3.115 1.90 0.69 1.39
H -10.206 5.701 -1.053 -0.07 0.06 0.24
H 1.293 -15.353 0.521 0.11 0.11 -0.02
H 1.064 -12.432 1.576 0.08 -0.18 -0.11
H 0.300 6.077 0.905 -1.96 -0.89 0.68
H -7.014 5.330 -0.108 -0.11 -0.16 -0.03
H -0.950 -2.646 -0.022 -0.94 -2.03 -1.05
H -3.795 -2.877 -1.541 1.70 0.90 -1.17
H 4.460 -4.729 -7.933 0.05 -0.21 -0.07
H 3.101 2.532 5.395 0.21 0.03 0.01
H -2.483 0.796 4.389 1.74 -1.05 -1.70
H 3.457 -7.833 -0.823 0.19 0.22 0.21
H -2.281 6.901 0.371 0.56 -2.20 0.27
H -3.204 0.965 2.057 2.52 0.42 0.02
H 2.892 5.638 -3.017 -0.24 2.64 0.36
H 0.994 -13.857 -0.388 0.12 -0.02 0.14
H 1.397 -5.405 -2.648 1.58 1.68 0.88
H 5.917 -6.662 -8.116 -0.17 0.01 -0.05
H -3.205 12.585 3.469 -0.09 -0.23 -0.07
H 4.963 -8.380 -0.046 -0.17 -0.03 0.06
H -3.537 11.476 4.826 0.23 0.02 0.03
H 5.346 -7.108 -9.738 -0.09 -0.02 0.13
H 3.462 -9.740 2.320 0.05 0.77 0.11
H 5.983 3.683 5.658 -0.04 -0.14 -0.06
H 1.794 7.952 -0.955 0.21 -1.91 -1.19
H -2.909 5.336 1.234 2.00 0.99 -1.39
H 0.627 0.256 4.171 -1.51 1.74 -0.20
H 3.688 -5.772 -3.959 1.16 1.04 2.00
H -0.033 4.552 -2.692 -0.70 0.89 2.36
H 2.342 -14.888 -0.841 -0.03 -0.05 0.24
H -9.577 3.648 0.068 -0.12 0.11 -0.01
H 1.405 -2.983 -0.615 -0.11 -2.66 0.16
H 3.529 -9.426 -0.087 0.10 0.50 0.05
H -1.435 -4.060 -2.913 -0.32 1.85 1.54
H -0.648 -2.383 -2.558 -1.97 -1.35 0.82
H 2.253 -3.648 -2.793 -0.48 -2.01 1.26
H -0.284 -5.248 0.566 0.45 0.99 -2.24
H -9.034 6.676 -0.127 0.12 -0.22 -0.02
H -2.375 -3.982 -0.277 2.50 0.84 -0.57
H -2.343 5.898 -1.954 -0.20 -0.27 0.46
H 5.292 -8.280 -8.398 -0.11 0.14 -0.17
H -0.350 -5.676 -1.268 0.42 2.06 1.37
H -1.926 -0.603 0.638 1.13 2.07 0.09
H -1.731 -0.564 -2.001 -2.27 -0.11 0.02
H -0.656 7.360 -1.276 1.60 -1.40 -0.73
H 3.852 -6.802 1.474 -0.02 -0.06 0.08
H 0.094 1.986 3.432 -0.57 -2.21 1.32
H -1.413 11.298 5.990 -0.03 0.02 -0.17
H -1.802 2.248 2.266 -0.36 -2.39 -0.61
H 1.682 -13.493 2.870 0.14 0.24 -0.05
H -1.208 7.516 2.661 0.96 -2.72 0.64
H 4.379 -4.082 -3.442 0.00 -2.26 0.77
H 6.735 2.070 5.707 -0.09 0.18 -0.12
H 3.386 -14.455 1.442 -0.06 0.09 0.08
H 2.050 6.050 -0.771 -0.65 1.85 -1.12
H -0.624 2.272 -2.490 -2.35 0.26 -0.33
H 0.097 11.014 5.139 -0.11 0.17 -0.13
H -3.997 -0.678 -0.216 0.15 1.24 -2.01
H 2.717 9.119 -4.168 1.28 -0.80 1.71
H 5.542 2.573 3.512 -0.14 0.04 0.00
H -0.256 -0.052 1.302 -2.05 1.06 -1.12
H 1.982 7.079 -3.834 0.92 -0.45 1.88
H -4.131 1.722 0.235 1.15 -0.45 -2.19
H -0.030 6.868 -2.985 0.08 -0.30 2.50
H 0.509 4.499 -0.889 -1.41 1.33 -1.34
H 4.633 -8.553 2.953 -0.22 0.00 0.07
H -0.372 4.496 1.692 -0.75 1.94 -0.85
H -7.613 4.171 -1.313 0.00 0.02 0.15
H -0.387 1.526 5.196 0.54 -1.05 -2.12
H 5.287 -5.717 -2.884 -2.12 1.07 -0.06
H -3.421 -2.698 -3.380 0.65 0.67 2.34
H -4.990 -0.096 -1.728 2.20 0.17 1.12
H -1.590 5.768 3.497 1.51 1.52 -1.06
H 3.023 -7.259 -8.952 -0.02 0.14 0.00
H 3.433 3.641 4.038 -0.14 -0.23 -0.04
H 5.225 2.354 6.558 -0.03 0.03 -0.18
H -4.193 2.193 -1.589 1.65 -1.27 1.79
H -1.658 -0.758 3.576 0.14 2.34 0.18
H -3.081 -0.379 -3.304 0.61 -0.76 2.35
H -0.655 12.627 5.090 -0.03 -0.13 -0.07
H 1.789 5.794 2.712 -1.68 0.67 0.72
H 2.047 -4.636 0.201 -1.22 1.09 -1.79
H 3.342 -4.886 -9.315 -0.11 0.02 0.24
H -1.096 11.517 2.944 -0.13 0.03 0.01
H -7.038 3.616 0.278 -0.12 0.08 -0.21